Entry from OMol25: an isolated ion of composition C8H17N7 and charge +2 (ωB97M-V with the def2-TZVPD basis set).

Its energy relative to the best compared isomer or geometry (same formula, charge and spin) is 53.3 kcal/mol.

Structure (ORCA input):
```
! RIJCOSX wB97M-V def2-TZVPD def2/J DEFGRID3
* xyz 2 1
C -0.744 0.958 0.598
C -1.334 -0.015 1.358
C -0.075 -1.008 -0.180
C -1.138 2.347 1.060
C -2.209 0.556 2.474
C -1.148 -2.539 1.480
C 2.918 0.211 -0.243
C 2.185 -0.889 -2.229
N -0.004 0.295 -0.347
N 0.900 0.896 -1.122
N -0.950 -1.233 0.897
N 0.210 -0.447 -3.661
N 1.330 -1.257 -3.218
N 2.014 0.145 -1.356
N -1.774 1.990 2.344
H -0.267 3.061 1.286
H -1.845 2.829 0.380
H -3.247 0.343 2.182
H -1.939 0.145 3.519
H -0.245 -2.613 2.319
H -2.083 -2.485 1.986
H -1.129 -3.289 0.740
H 2.558 -0.585 0.580
H 2.947 1.155 0.165
H 4.022 -0.037 -0.480
H 3.124 -1.560 -2.016
H 0.443 1.442 -1.934
H -0.620 -0.999 -3.588
H 0.224 -0.155 -4.596
H 1.623 -2.031 -3.847
H -1.112 2.214 2.965
H -2.635 2.553 2.484
*
```

=====

Entry from OMol25: one molecule with the formula C8H17NO2S (ωB97M-V with the def2-TZVPD basis set).

As for the SMILES: CCCOC(=S)OCCN(C)C. Its energy relative to the best compared isomer or geometry (same formula, charge and spin) is 37.7 kcal/mol.

Structure (ORCA input):
```
! RIJCOSX wB97M-V def2-TZVPD def2/J DEFGRID3
* xyz 0 1
C -0.224 -2.270 1.297
C 0.792 -2.919 0.358
C 1.679 -1.903 -0.307
C 2.305 0.113 0.796
C 0.984 1.992 0.126
C -0.125 2.139 -0.908
C -2.054 0.906 -1.793
C -1.880 1.267 0.511
H 0.216 -1.762 2.124
H -0.814 -3.126 1.649
H -0.984 -1.655 0.773
H 1.433 -3.544 0.999
H 0.223 -3.555 -0.297
H 2.406 -2.404 -1.008
H 1.148 -1.168 -0.923
H 1.966 2.344 -0.134
H 0.635 2.448 1.117
H -0.502 3.154 -0.948
H 0.272 1.952 -1.891
H -2.704 0.067 -1.609
H -2.679 1.853 -1.824
H -1.474 0.728 -2.692
H -1.408 1.838 1.309
H -2.814 1.768 0.274
H -2.141 0.297 0.934
N -1.097 1.063 -0.688
O 2.363 -1.175 0.756
O 1.162 0.569 0.289
S 3.318 0.985 1.709
*
```